The molecule C5H5N3S2, computed with ωB97M-V/def2-TZVPD.

CARTESIAN COORDINATES (ANGSTROEM)
S: -3.604 0.722 -0.734
S: 1.615 2.670 -0.302
N: -0.984 3.107 0.644
N: 1.964 1.080 -0.583
N: -1.311 0.101 0.306
C: 1.033 0.211 -0.404
C: -2.590 0.327 0.494
C: -0.049 2.431 0.202
C: -0.250 0.689 0.028
C: 1.275 -1.236 -0.659
H: -2.974 0.053 1.473
H: 2.342 -1.434 -0.693
H: 0.802 -1.834 0.118
H: 0.832 -1.514 -1.616
H: -0.867 4.110 0.752

Its energy relative to the best compared isomer or geometry (same formula, charge and spin) is 100.86 kJ/mol. As for the net charge: 0.



The ion C5H5N4S2 with charge +1, computed with ωB97M-V/def2-TZVPD.

CARTESIAN COORDINATES (ANGSTROEM)
S: -1.993 -0.297 1.357
S: 0.875 1.919 2.117
N: 1.321 -0.534 1.273
N: -0.470 0.279 -2.002
N: -1.213 1.601 -0.334
N: 0.645 -1.451 -0.755
C: -0.669 0.476 0.319
C: 1.281 -1.541 0.381
C: -0.126 -0.421 -0.939
C: 0.544 0.620 1.206
C: -1.115 1.454 -1.585
H: 2.040 -0.520 1.992
H: -0.243 0.056 -2.965
H: -1.288 -1.392 1.679
H: -1.469 2.174 -2.301
H: 1.881 -2.423 0.555

Its spin multiplicity is 3. Its energy relative to the best compared isomer or geometry (same formula, charge and spin) is 0.00 kJ/mol. As for the net charge: +1.



The molecule C5H5N5O2, computed with ωB97M-V/def2-TZVPD.

CARTESIAN COORDINATES (ANGSTROEM)
O: 4.176 0.459 -0.018
O: -2.107 1.388 -0.012
N: -1.394 -1.471 0.020
N: 3.236 -0.562 -0.005
N: 0.678 -2.285 -0.048
N: -0.778 0.931 0.018
N: 1.534 1.334 -0.081
C: 1.820 0.012 -0.067
C: -0.546 -0.416 -0.007
C: -0.587 -2.582 -0.010
C: 0.327 1.744 -0.053
C: 0.747 -0.929 -0.042
H: -2.084 2.349 -0.126
H: 0.129 2.809 -0.059
H: 5.017 -0.017 -0.011
H: -0.968 -3.580 -0.002
H: -2.399 -1.423 0.041

Its energy relative to the best compared isomer or geometry (same formula, charge and spin) is 542.07 kJ/mol. As for the net charge: 0.



A cluster of 2 separate species, C5H5N5O2 in total, computed with ωB97M-V/def2-TZVPD.

CARTESIAN COORDINATES (ANGSTROEM)
O: -1.430 -0.628 2.269
O: -2.826 1.387 -0.102
N: -3.316 -0.152 -1.780
N: 2.471 -0.004 0.166
N: -1.026 -0.849 0.769
N: -1.518 -1.589 0.081
N: 0.035 0.991 -0.362
C: 1.432 -0.499 0.826
C: 0.167 -0.043 0.497
C: 2.337 1.072 -0.629
C: 1.146 1.665 -0.920
C: -3.000 0.582 -0.906
H: 0.945 2.542 -1.544
H: 1.614 -1.322 1.455
H: 3.283 1.332 -1.018
H: -3.030 -0.973 -2.083
H: -2.376 -0.425 2.171

Its energy relative to the best compared isomer or geometry (same formula, charge and spin) is 493.12 kJ/mol. As for the net charge: 0.



A structure of composition C5H5N5O4Rh, computed with ωB97M-V/def2-TZVPD.

CARTESIAN COORDINATES (ANGSTROEM)
Rh: -0.248 1.418 -0.900
O: -2.823 1.080 0.887
O: -1.843 0.344 -3.400
O: 1.452 2.021 1.716
O: 2.498 1.555 -2.510
N: 0.139 -0.629 -0.052
N: 0.425 -1.997 1.540
N: 0.104 -2.566 2.759
N: 0.035 -0.707 1.255
N: 0.606 -2.747 0.461
C: 1.485 1.605 -1.960
C: 0.419 -1.850 -0.529
C: 0.762 1.744 0.831
C: -1.299 0.811 -2.501
C: -1.914 1.319 0.222
H: 0.348 -1.900 3.478
H: -0.238 3.056 -1.514
H: -0.960 3.031 -1.066
H: 0.570 -3.463 2.859
H: 0.482 -2.126 -1.576

Its spin multiplicity is 5. Its energy relative to the best compared isomer or geometry (same formula, charge and spin) is 0.00 kJ/mol. As for the net charge: +3.



The molecule C5H5NO, computed with ωB97M-V/def2-TZVPD.

CARTESIAN COORDINATES (ANGSTROEM)
O: -2.074 -0.883 1.820
N: 1.326 -1.090 -2.461
C: -0.563 0.341 0.488
C: -1.199 -0.910 0.986
C: 0.664 -0.440 -1.767
C: 0.131 0.542 -0.851
C: 0.923 0.537 0.432
H: 1.525 -0.365 0.538
H: -0.160 1.464 -1.346
H: -1.118 1.224 0.795
H: -0.833 -1.867 0.564
H: 1.379 1.446 0.802

Its energy relative to the best compared isomer or geometry (same formula, charge and spin) is 158.55 kJ/mol. As for the net charge: 0.



A structure of composition C5H5NO, computed with ωB97M-V/def2-TZVPD.

CARTESIAN COORDINATES (ANGSTROEM)
O: 0.820 -0.668 1.053
N: 2.116 1.945 -0.846
C: -0.497 -0.268 -0.588
C: 1.733 0.873 -0.635
C: 1.011 -0.384 -0.348
C: -1.130 0.623 0.454
C: -0.593 -0.721 0.818
H: -1.044 -0.748 -1.380
H: 1.471 -1.257 -0.827
H: -1.102 -1.626 1.133
H: -2.215 0.710 0.440
H: -0.571 1.521 0.726

Its energy relative to the best compared isomer or geometry (same formula, charge and spin) is 267.73 kJ/mol. As for the net charge: 0.



The molecule C5H5NO, computed with ωB97M-V/def2-TZVPD.

CARTESIAN COORDINATES (ANGSTROEM)
O: 1.749 -1.153 -1.204
N: 0.229 0.077 1.710
C: -1.257 -0.480 -1.825
C: -0.562 -0.329 -0.566
C: 0.977 -0.579 -0.496
C: -0.332 0.739 0.554
C: 1.133 0.422 0.623
H: -1.225 -1.065 -0.069
H: -2.159 0.163 -1.846
H: 1.988 1.058 0.810
H: -0.833 1.688 0.710
H: 0.028 -0.922 1.772

Its energy relative to the best compared isomer or geometry (same formula, charge and spin) is 593.33 kJ/mol. As for the net charge: 0.



The molecule C5H5NO, computed with ωB97M-V/def2-TZVPD.

CARTESIAN COORDINATES (ANGSTROEM)
O: 1.171 -2.058 0.066
N: 0.491 -0.168 -2.422
C: -0.310 -0.183 -1.586
C: 1.266 -0.894 0.366
C: -0.995 -0.034 -0.317
C: -0.476 1.200 0.388
C: 0.013 -0.155 0.804
H: -1.163 1.704 1.064
H: 2.232 -0.367 0.297
H: -0.349 -0.507 1.767
H: 0.129 1.864 -0.222
H: -2.009 -0.402 -0.204

Its energy relative to the best compared isomer or geometry (same formula, charge and spin) is 180.18 kJ/mol. As for the net charge: 0.



The molecule C5H5NO, computed with ωB97M-V/def2-TZVPD.

CARTESIAN COORDINATES (ANGSTROEM)
O: 0.766 -0.462 1.844
N: -2.227 -1.705 -0.255
C: 0.543 -0.350 0.675
C: -0.995 1.637 0.138
C: -0.785 0.329 0.168
C: 1.472 -0.714 -0.443
C: -1.700 -0.687 -0.138
H: 1.570 0.121 -1.149
H: -0.200 2.324 0.381
H: 2.452 -0.984 -0.046
H: 1.042 -1.565 -0.986
H: -1.937 2.055 -0.188

Its energy relative to the best compared isomer or geometry (same formula, charge and spin) is 124.69 kJ/mol. As for the net charge: 0.



The molecule C5H5NO, computed with ωB97M-V/def2-TZVPD.

CARTESIAN COORDINATES (ANGSTROEM)
O: -1.993 -0.021 -0.501
N: 2.252 -2.181 0.253
C: 1.458 -1.340 0.297
C: -1.045 -0.661 0.312
C: 0.729 1.024 -0.116
C: 0.421 -0.420 -0.191
C: 0.869 2.220 -0.029
H: -1.878 0.937 -0.420
H: 1.044 3.277 0.044
H: -1.266 -1.728 0.266
H: -1.155 -0.342 1.362
H: 0.634 -0.886 -1.185

Its energy relative to the best compared isomer or geometry (same formula, charge and spin) is 291.60 kJ/mol. As for the net charge: 0.



The molecule C5H5NO, computed with ωB97M-V/def2-TZVPD.

CARTESIAN COORDINATES (ANGSTROEM)
O: 2.158 0.659 -1.325
N: -1.971 -0.217 2.587
C: 0.508 -0.658 -0.170
C: 1.894 -0.331 -0.687
C: -0.473 0.421 -0.510
C: -1.744 0.263 1.557
C: -1.470 0.843 0.272
H: 2.678 -1.079 -0.450
H: -0.327 0.908 -1.470
H: -2.122 1.651 -0.043
H: 0.210 -1.618 -0.620
H: 0.558 -0.844 0.911

Its energy relative to the best compared isomer or geometry (same formula, charge and spin) is 107.92 kJ/mol. As for the net charge: 0.



The molecule C5H5NO, computed with ωB97M-V/def2-TZVPD.

CARTESIAN COORDINATES (ANGSTROEM)
O: 0.211 0.227 1.918
N: -1.791 0.941 0.042
C: 1.862 -0.107 0.273
C: 2.917 -0.421 -0.218
C: -0.452 0.541 -0.344
C: 0.525 0.236 0.744
C: -1.596 -0.410 -0.444
H: -1.838 0.940 1.061
H: -0.042 0.990 -1.245
H: 3.852 -0.707 -0.648
H: -1.622 -1.235 0.265
H: -2.008 -0.624 -1.427

Its energy relative to the best compared isomer or geometry (same formula, charge and spin) is 297.79 kJ/mol. As for the net charge: 0.



The molecule C5H5NO, computed with ωB97M-V/def2-TZVPD.

CARTESIAN COORDINATES (ANGSTROEM)
O: -1.570 -1.284 1.698
N: 0.480 -1.787 -1.383
C: -0.912 -1.041 0.716
C: -0.564 0.426 0.355
C: 0.244 0.670 -0.907
C: 0.875 0.864 0.443
C: 0.518 -0.630 -1.486
H: 0.043 1.524 -1.544
H: -0.503 -1.912 -0.004
H: -1.322 1.168 0.609
H: 1.592 0.117 0.768
H: 1.119 1.884 0.737

Its energy relative to the best compared isomer or geometry (same formula, charge and spin) is 228.85 kJ/mol. As for the net charge: 0.



The molecule C5H5NO, computed with ωB97M-V/def2-TZVPD.

CARTESIAN COORDINATES (ANGSTROEM)
O: -1.052 -0.058 1.840
N: 1.082 -0.765 0.307
C: -2.529 1.626 -1.033
C: 2.378 -0.938 0.199
C: -2.154 1.031 -0.047
C: -0.075 -0.039 -0.331
C: -1.102 0.239 0.648
H: -2.783 2.156 -1.927
H: 0.794 -0.969 1.273
H: 2.934 -0.856 -0.730
H: 2.996 -1.089 1.100
H: -0.488 -0.335 -1.299

Its energy relative to the best compared isomer or geometry (same formula, charge and spin) is 467.26 kJ/mol. As for the net charge: 0.



The molecule C5H5NO, computed with ωB97M-V/def2-TZVPD.

CARTESIAN COORDINATES (ANGSTROEM)
O: 2.331 1.352 -0.027
N: 1.507 -0.839 -0.177
C: 1.864 0.298 0.065
C: -0.697 0.469 0.468
C: 0.488 -1.684 0.073
C: -0.815 1.702 0.118
C: -0.787 -0.946 0.168
H: -1.091 -0.806 -0.858
H: -0.737 2.033 -1.015
H: 0.393 -2.757 -0.144
H: -0.843 2.558 0.824
H: -1.612 -1.380 0.506

Its spin multiplicity is 3. Its energy relative to the best compared isomer or geometry (same formula, charge and spin) is 86.79 kJ/mol. As for the net charge: 0.



The molecule C5H5NO2, computed with ωB97M-V/def2-TZVPD.

CARTESIAN COORDINATES (ANGSTROEM)
O: 0.876 -0.579 -0.112
O: -2.625 0.818 -1.204
N: -0.993 0.685 0.414
C: -1.536 0.384 -0.895
C: 0.126 0.215 0.719
C: 0.904 0.423 1.961
C: 0.457 -0.862 -1.340
C: -0.679 -0.399 -1.791
H: 1.031 -0.578 2.414
H: 1.876 0.806 1.740
H: 1.227 -1.466 -1.795
H: 0.406 1.086 2.687
H: -1.069 -0.533 -2.797

Its energy relative to the best compared isomer or geometry (same formula, charge and spin) is 78.87 kJ/mol. As for the net charge: 0.



no.,maximum force (hartree/bohr)
1,0.083
2,0.072
3,0.164
4,0.095
5,0.174
6,0.022
7,0.024
8,0.017
9,0.022
10,0.030
11,0.039
12,0.022
13,0.012
14,0.054
15,0.046
16,0.087
17,0.040